No. 1
Formula: C30H42Cl4KN3O6SSeSi2
Source: the OMol25 dataset
Level of theory: the ωB97M-V functional and the def2-TZVPD basis

Structure (XYZ):
```
90
Properties=species:S:1:pos:R:3:forces:R:3:lowdin_charge:R:1
K 0.023 -1.043 0.559 0.01 -0.41 -0.12 0.63
O 4.049 0.330 1.280 0.08 0.09 0.04 -0.33
Cl 3.120 -0.678 0.869 0.04 0.02 0.00 0.64
O 3.804 -1.880 0.487 0.12 -0.10 -0.01 -0.34
O 2.349 -0.194 -0.275 0.09 0.07 -0.30 -0.48
O 2.172 -0.957 1.925 0.28 -0.04 0.26 -0.43
C -2.506 1.497 2.453 0.05 -0.25 -0.01 -0.20
Si -2.752 2.965 1.269 0.15 -0.26 0.03 0.74
C -1.090 3.531 0.559 -0.21 0.11 -0.01 -0.25
N -0.218 2.516 0.011 -0.01 -0.12 -0.04 -0.19
C -0.736 1.850 -1.190 -0.11 0.00 -0.05 -0.21
C 0.278 1.834 -2.329 -0.03 -0.10 -0.03 -0.19
C 0.769 3.259 -2.563 -0.07 0.06 -0.09 -0.18
C 1.482 3.808 -1.313 0.05 0.01 0.03 -0.17
C 1.179 2.921 -0.101 0.08 -0.03 0.11 -0.18
C -4.033 2.491 -0.017 0.07 0.01 0.00 -0.25
C -4.250 1.167 -0.405 -0.03 0.00 -0.08 -0.08
C -5.136 0.848 -1.425 0.01 0.06 0.03 -0.09
C -5.834 1.857 -2.071 -0.03 -0.04 -0.03 -0.09
C -5.648 3.179 -1.694 -0.01 0.03 0.01 -0.10
C -4.757 3.488 -0.678 0.05 0.05 0.01 -0.11
C -3.451 4.414 2.244 0.05 0.02 0.00 -0.24
C -2.697 5.548 2.548 -0.07 0.02 0.03 -0.09
C -3.239 6.600 3.275 0.01 0.02 0.01 -0.10
C -4.550 6.534 3.720 0.00 0.02 0.01 -0.10
C -5.316 5.414 3.434 0.00 -0.01 0.00 -0.09
C -4.770 4.371 2.702 -0.03 0.01 0.01 -0.09
H -3.430 1.053 2.834 -0.06 0.08 0.09 0.09
H -1.889 1.768 3.321 -0.03 0.23 -0.05 0.10
H -0.571 3.996 1.405 0.03 -0.03 0.02 0.08
H -1.313 4.361 -0.147 0.06 -0.02 -0.01 0.10
H -1.629 2.375 -1.554 0.00 0.07 0.01 0.11
H -1.090 0.833 -0.970 0.01 0.03 0.01 0.06
H -0.213 1.432 -3.217 -0.02 0.02 0.02 0.08
H 1.113 1.166 -2.104 0.01 0.03 0.03 0.09
H -0.106 3.877 -2.792 0.01 0.00 0.00 0.11
H 1.419 3.313 -3.439 0.03 -0.04 0.01 0.10
H 1.187 4.845 -1.130 -0.04 0.00 0.01 0.09
H 2.565 3.817 -1.464 0.02 0.00 0.01 0.11
H 1.455 3.416 0.833 0.02 0.03 -0.03 0.12
H 1.792 2.021 -0.150 -0.03 0.04 -0.02 0.09
H -3.723 0.349 0.065 0.10 -0.04 0.09 0.09
H -5.251 -0.185 -1.717 -0.01 -0.07 -0.03 0.06
H -6.519 1.611 -2.873 -0.01 0.00 -0.01 0.10
H -6.194 3.970 -2.194 -0.01 0.01 -0.01 0.09
H -4.621 4.527 -0.395 0.00 0.04 0.01 0.10
H -1.670 5.626 2.218 0.05 -0.01 -0.03 0.09
H -2.631 7.468 3.497 -0.01 0.02 0.01 0.10
H -4.973 7.352 4.290 0.00 0.01 0.01 0.09
H -6.340 5.351 3.782 -0.02 0.00 0.00 0.10
H -5.385 3.509 2.476 -0.04 -0.05 -0.02 0.11
C 1.780 -0.256 -6.886 0.04 -0.01 -0.02 -0.12
C 0.916 -0.148 -5.636 -0.14 0.01 0.03 -0.30
C 1.093 -1.308 -4.663 0.03 -0.03 0.00 -0.37
S 2.556 -1.101 -3.621 -0.16 0.10 0.08 0.92
O 3.751 -1.219 -4.517 0.10 -0.03 -0.11 -0.55
C 2.371 -2.677 -2.708 0.03 -0.14 0.01 -0.32
C 3.345 -3.746 -3.194 -0.09 -0.06 -0.03 -0.29
C 4.741 -3.579 -2.607 0.04 -0.01 -0.02 -0.11
H 1.636 0.608 -7.537 -0.01 0.03 -0.02 0.06
H 1.518 -1.150 -7.456 -0.02 -0.03 -0.01 0.07
H 2.833 -0.329 -6.623 0.03 0.01 0.02 0.05
H -0.142 -0.112 -5.912 0.01 -0.01 -0.02 0.10
H 1.115 0.794 -5.115 0.06 -0.01 0.01 0.09
H 1.174 -2.267 -5.183 0.04 -0.01 -0.01 0.10
H 0.243 -1.368 -3.980 0.03 0.05 0.02 0.02
H 1.337 -2.997 -2.837 -0.05 0.00 0.02 0.06
H 2.539 -2.466 -1.652 0.04 0.13 -0.01 0.06
H 3.392 -3.736 -4.285 0.01 0.02 0.00 0.10
H 2.933 -4.717 -2.906 0.01 0.02 0.04 0.11
H 5.210 -2.675 -2.990 0.00 0.05 0.00 0.06
H 5.375 -4.429 -2.868 0.03 -0.03 -0.02 0.06
H 4.697 -3.505 -1.520 -0.01 -0.01 0.04 0.07
Se -1.120 -1.191 5.526 -0.05 0.13 0.04 0.31
C -0.294 -2.583 4.563 0.02 -0.13 -0.21 -0.79
C -0.896 -3.197 3.450 -0.07 0.00 0.07 -0.17
C -0.256 -4.219 2.774 0.01 0.00 -0.01 -0.20
N 0.945 -4.709 3.094 -0.01 0.00 -0.02 0.02
C 1.522 -4.126 4.146 0.06 0.00 0.04 -0.20
C 0.968 -3.099 4.886 0.00 0.09 0.07 -0.15
H -1.880 -2.882 3.129 -0.01 0.00 0.02 0.07
H -0.744 -4.677 1.917 -0.01 -0.03 -0.02 0.09
H 2.505 -4.504 4.417 0.01 -0.01 -0.02 0.09
H 1.518 -2.680 5.720 0.01 0.01 0.01 0.08
O -2.049 -0.676 2.110 -0.64 -0.38 0.04 -0.10
N -1.701 0.433 1.841 0.09 0.59 0.10 -0.16
Cl -4.054 -2.783 -1.468 0.14 0.00 -0.02 -0.02
Si -1.967 -2.385 -1.999 -0.23 0.31 0.04 -0.44
Cl -1.685 -3.951 -3.445 0.05 -0.13 -0.12 -0.01
Cl -2.380 -0.742 -3.428 0.01 -0.05 0.07 0.01
```
Forces are in eV/Å.

energy relative to the best compared isomer or geometry (same formula, charge and spin): 225.91 kJ/mol
HOMO-LUMO gap: 5.268 eV
total charge: -2


No. 2
Formula: C30H42Cl4KN3O6SSeSi2
Source: the OMol25 dataset
Level of theory: the ωB97M-V functional and the def2-TZVPD basis

Structure (XYZ):
```
90
Properties=species:S:1:pos:R:3:forces:R:3:lowdin_charge:R:1
K 0.652 0.612 -0.779 0.42 0.18 0.18 0.54
O -1.185 -1.336 -4.326 -0.01 0.01 0.01 -0.34
Cl -0.958 -0.194 -3.488 -0.24 -0.09 -0.01 0.63
O -1.681 0.949 -3.986 -0.02 -0.04 0.02 -0.34
O 0.453 0.108 -3.424 0.20 0.04 -0.21 -0.43
O -1.401 -0.484 -2.129 -0.15 -0.07 -0.03 -0.45
C -0.125 -0.565 2.396 -0.17 0.11 -0.17 -0.36
Si 0.876 -2.140 2.557 0.03 0.01 -0.01 0.72
C 1.261 -2.849 0.846 0.00 0.01 0.00 -0.25
N 1.889 -1.935 -0.097 0.15 -0.04 -0.14 -0.23
C 3.247 -1.531 0.338 -0.03 -0.02 0.00 -0.19
C 4.247 -1.536 -0.810 0.00 -0.01 0.02 -0.21
C 4.344 -2.936 -1.418 -0.03 -0.01 0.03 -0.19
C 2.943 -3.496 -1.759 0.04 -0.03 0.09 -0.17
C 1.869 -2.449 -1.473 -0.10 0.09 -0.03 -0.21
C 2.404 -1.955 3.641 0.02 -0.05 -0.04 -0.24
C 2.826 -0.708 4.098 0.01 -0.02 0.03 -0.08
C 3.965 -0.584 4.885 -0.01 -0.01 -0.01 -0.09
C 4.701 -1.709 5.228 0.00 0.00 0.00 -0.11
C 4.292 -2.962 4.788 -0.01 0.00 0.00 -0.11
C 3.153 -3.079 4.004 -0.01 0.02 -0.01 -0.11
C -0.151 -3.490 3.410 -0.02 -0.01 -0.01 -0.23
C -0.756 -4.550 2.733 -0.02 -0.02 0.02 -0.09
C -1.528 -5.495 3.400 0.01 0.01 0.00 -0.10
C -1.716 -5.395 4.770 0.00 0.01 0.01 -0.11
C -1.126 -4.348 5.467 0.01 0.00 -0.01 -0.10
C -0.354 -3.413 4.792 -0.01 -0.03 0.01 -0.10
H -0.627 -0.355 3.349 0.14 0.00 0.07 0.08
H -0.969 -0.812 1.717 -0.05 -0.04 0.03 0.05
H 0.282 -3.124 0.433 -0.01 0.00 0.02 0.08
H 1.826 -3.796 0.960 0.01 -0.01 0.01 0.09
H 3.614 -2.235 1.101 -0.04 0.00 0.01 0.11
H 3.190 -0.545 0.811 0.04 0.01 0.03 0.10
H 5.216 -1.214 -0.424 0.01 0.00 0.00 0.11
H 3.970 -0.788 -1.553 0.00 0.00 0.00 0.05
H 4.839 -3.596 -0.697 0.01 -0.01 -0.01 0.10
H 4.977 -2.916 -2.308 0.00 0.02 0.00 0.10
H 2.734 -4.395 -1.171 0.03 0.00 0.00 0.09
H 2.881 -3.794 -2.808 -0.02 0.01 -0.01 0.10
H 0.871 -2.847 -1.663 0.00 0.00 -0.02 0.12
H 1.993 -1.612 -2.164 0.00 -0.01 -0.01 0.10
H 2.261 0.168 3.818 -0.03 0.09 -0.04 0.06
H 4.281 0.398 5.216 0.00 0.01 0.00 0.10
H 5.595 -1.612 5.834 0.00 0.00 0.00 0.09
H 4.861 -3.846 5.054 0.00 0.00 0.00 0.09
H 2.838 -4.064 3.672 0.00 0.00 -0.01 0.10
H -0.630 -4.648 1.661 0.00 0.00 0.01 0.09
H -1.986 -6.305 2.846 0.00 0.00 0.00 0.09
H -2.320 -6.127 5.292 0.00 0.00 0.00 0.09
H -1.270 -4.259 6.538 0.00 0.00 0.00 0.09
H 0.106 -2.606 5.353 0.01 0.00 0.00 0.10
C -5.994 0.742 -1.640 0.00 0.00 0.00 -0.12
C -4.498 0.578 -1.889 0.01 0.02 0.02 -0.30
C -3.634 1.436 -0.965 -0.04 -0.03 -0.05 -0.35
S -3.330 0.606 0.612 -0.11 0.03 -0.07 0.93
O -4.662 0.457 1.294 0.06 0.03 -0.01 -0.54
C -2.446 1.968 1.411 0.07 0.01 0.03 -0.36
C -3.347 3.060 1.979 -0.01 0.02 -0.02 -0.28
C -3.819 2.745 3.394 0.01 -0.01 0.01 -0.11
H -6.572 0.109 -2.318 0.00 0.00 0.00 0.06
H -6.303 1.777 -1.809 0.00 0.00 0.00 0.07
H -6.245 0.481 -0.613 0.00 0.00 0.00 0.05
H -4.248 0.843 -2.918 -0.01 0.00 0.00 0.10
H -4.203 -0.468 -1.777 0.01 0.00 0.00 0.10
H -4.099 2.406 -0.767 0.00 -0.01 0.03 0.09
H -2.652 1.590 -1.413 0.01 -0.02 0.02 0.07
H -1.753 2.352 0.660 -0.03 -0.01 -0.01 0.05
H -1.820 1.527 2.188 -0.02 -0.01 0.01 0.06
H -4.213 3.213 1.329 0.00 0.00 0.00 0.09
H -2.779 3.994 1.976 0.00 0.00 0.01 0.10
H -4.391 1.818 3.402 0.00 0.00 0.00 0.06
H -4.449 3.547 3.786 0.00 0.00 0.00 0.06
H -2.963 2.631 4.062 0.00 0.00 0.00 0.07
Se 3.687 2.116 -1.273 -0.07 0.02 -0.05 0.48
C 3.725 2.902 -2.989 0.05 0.03 0.00 -0.74
C 4.687 3.868 -3.330 0.00 0.01 -0.03 -0.16
C 4.695 4.433 -4.592 0.01 -0.01 0.05 -0.21
N 3.833 4.133 -5.566 -0.01 -0.01 -0.03 0.00
C 2.916 3.214 -5.243 -0.01 -0.01 0.04 -0.19
C 2.819 2.587 -4.013 0.04 0.04 -0.01 -0.13
H 5.423 4.171 -2.596 0.00 0.00 0.00 0.07
H 5.448 5.180 -4.837 0.00 0.00 -0.01 0.08
H 2.203 2.959 -6.022 0.01 0.00 -0.01 0.09
H 2.042 1.853 -3.853 -0.03 -0.03 0.02 0.07
O 0.439 1.609 3.071 0.12 0.09 -0.03 -0.43
N 0.631 0.590 1.914 -0.03 -0.09 0.31 -0.24
Cl 3.326 2.636 2.592 0.00 -0.07 -0.04 0.33
Si 1.307 2.889 2.659 -0.20 -0.10 -0.06 -0.79
Cl 0.970 4.313 4.121 -0.03 0.00 0.06 0.25
Cl 0.704 3.759 0.904 0.06 0.01 0.00 0.34
```
Forces are in eV/Å.

energy relative to the best compared isomer or geometry (same formula, charge and spin): 51.50 kJ/mol
HOMO-LUMO gap: 5.712 eV
total charge: -2


No. 3
Formula: C30H42ClF5IN5O5PSTi
Source: the OMol25 dataset
Level of theory: the ωB97M-V functional and the def2-TZVPD basis

Structure (XYZ):
```
92
Properties=species:S:1:pos:R:3:forces:R:3:lowdin_spin:R:1
Ti 0.533 -0.798 0.409 0.57 -0.61 -0.44 0.92
O -3.833 3.000 2.945 -0.08 -0.07 -0.13 0.00
C -3.205 3.918 2.229 0.36 0.17 0.68 0.00
O -3.565 5.068 2.212 -0.15 -0.07 -0.25 0.00
C -1.946 3.503 1.542 -0.07 -0.01 -0.22 0.00
C -1.130 4.371 0.837 0.03 -0.04 0.00 0.00
Cl -1.245 6.037 0.542 -0.04 -0.01 0.01 0.00
N -0.109 3.650 0.321 0.01 -0.02 -0.01 0.00
N -0.211 2.353 0.639 -0.07 0.01 0.15 0.00
C -1.300 2.248 1.380 0.01 0.12 -0.05 0.00
C -1.657 0.887 1.882 -0.11 -0.04 -0.16 0.01
O -2.644 0.714 2.595 0.10 0.07 0.07 0.01
O -0.897 -0.045 1.458 -0.70 0.11 0.67 0.01
C 1.030 4.092 -0.418 0.07 0.05 -0.08 0.00
C 1.897 5.015 0.150 -0.02 -0.01 -0.02 0.00
C 3.028 5.396 -0.554 0.01 0.02 0.02 0.00
C 3.292 4.842 -1.800 0.00 -0.02 -0.02 0.00
C 2.423 3.910 -2.349 -0.03 0.05 0.01 0.00
C 1.280 3.535 -1.660 -0.07 0.14 -0.01 0.00
H -3.396 2.104 2.884 -0.05 -0.01 -0.09 0.00
H 1.679 5.426 1.127 0.01 0.01 0.00 0.00
H 3.708 6.120 -0.127 0.00 0.00 0.01 0.00
H 4.182 5.133 -2.342 0.00 0.00 0.00 0.00
H 2.638 3.468 -3.312 0.00 -0.01 0.00 0.00
H 0.600 2.795 -2.060 0.02 0.04 0.00 0.00
I 3.787 0.692 5.803 -0.01 0.00 -0.02 0.00
C 2.994 0.845 3.910 0.04 0.00 0.01 0.00
C 3.266 1.808 2.964 0.01 0.00 -0.01 0.00
N 2.530 1.497 1.888 -0.10 0.11 0.08 0.00
N 1.796 0.397 2.073 0.05 -0.05 -0.10 0.00
C 2.073 -0.016 3.300 -0.04 0.04 0.03 0.00
H 3.920 2.662 2.980 -0.01 0.01 0.01 0.00
H 2.450 1.984 1.006 0.05 -0.06 -0.01 0.00
H 1.612 -0.906 3.693 0.00 -0.01 0.00 0.00
F 2.207 1.199 -0.795 0.26 -0.26 0.01 0.01
C 2.313 -0.225 -0.824 0.09 0.27 -0.08 0.01
F 2.236 -0.496 -2.177 -0.04 -0.01 -0.11 0.00
C 3.793 -0.521 -0.463 0.03 -0.11 0.15 0.00
F 4.601 0.551 -0.547 0.01 0.02 -0.07 0.00
F 4.307 -1.474 -1.255 -0.03 -0.04 0.00 0.00
F 3.901 -0.981 0.801 0.03 0.05 -0.03 0.00
C -2.015 -4.803 -1.242 0.06 -0.01 -0.02 0.00
C -2.633 -3.399 -1.173 0.00 -0.01 -0.01 0.00
C -2.881 -3.105 0.319 0.05 0.06 -0.01 0.00
C -3.981 -3.442 -1.901 -0.01 0.01 0.01 0.00
P -1.367 -2.165 -1.846 -0.11 -0.02 -0.09 0.00
N -0.183 -2.018 -0.826 -0.13 0.14 0.06 -0.01
C -0.683 -2.795 -3.491 0.00 0.03 0.02 0.00
C -1.688 -3.467 -4.430 0.00 0.00 -0.01 0.00
C -0.025 -1.627 -4.243 0.04 -0.01 -0.09 0.00
C 0.467 -3.769 -3.185 0.02 0.05 0.00 0.00
C -2.231 -0.507 -2.148 -0.02 -0.05 -0.08 0.00
C -1.147 0.579 -2.130 0.05 -0.10 0.10 0.00
C -3.042 -0.412 -3.447 -0.02 0.00 -0.02 0.00
C -3.182 -0.172 -0.989 0.02 -0.06 0.02 0.00
H -2.661 -5.491 -0.692 0.01 0.00 -0.01 0.00
H -1.027 -4.824 -0.781 0.01 -0.01 0.02 0.00
H -1.938 -5.176 -2.261 0.06 -0.02 0.05 0.00
H -3.210 -4.027 0.805 -0.02 0.01 -0.01 0.00
H -3.660 -2.365 0.475 -0.04 0.11 -0.02 0.00
H -1.980 -2.758 0.824 -0.02 -0.01 -0.03 0.00
H -4.610 -4.190 -1.410 0.00 -0.01 -0.01 0.00
H -3.890 -3.730 -2.947 0.02 -0.01 -0.04 0.00
H -4.514 -2.496 -1.851 0.00 0.00 0.00 0.00
H -2.541 -2.831 -4.659 -0.01 0.02 -0.01 0.00
H -2.057 -4.416 -4.043 -0.02 0.05 -0.04 0.00
H -1.179 -3.682 -5.374 0.00 0.00 0.00 0.00
H -0.749 -0.948 -4.688 0.12 -0.04 0.02 0.00
H 0.567 -2.045 -5.061 -0.01 -0.01 -0.01 0.00
H 0.653 -1.070 -3.603 0.06 -0.05 0.00 0.00
H 0.143 -4.690 -2.710 -0.05 -0.04 0.06 0.00
H 1.205 -3.279 -2.550 0.01 -0.01 -0.01 0.00
H 0.947 -4.035 -4.130 -0.01 -0.01 -0.01 0.00
H -0.408 0.483 -2.920 -0.03 0.03 0.03 0.00
H -0.620 0.562 -1.169 -0.08 0.24 -0.20 0.00
H -1.624 1.560 -2.208 -0.03 0.00 0.00 0.00
H -2.420 -0.394 -4.339 -0.11 0.00 0.04 0.00
H -3.611 0.521 -3.430 0.01 0.01 0.00 0.00
H -3.761 -1.224 -3.546 -0.03 -0.01 0.01 0.00
H -2.725 -0.339 -0.018 0.00 -0.04 0.02 0.00
H -4.112 -0.733 -1.036 -0.02 -0.02 0.02 0.00
H -3.443 0.888 -1.061 0.00 0.00 0.01 0.00
C 1.133 -4.419 3.093 0.02 -0.04 -0.10 0.00
S 0.685 -3.751 1.492 0.01 -0.14 0.07 0.00
C 1.864 -4.635 0.479 -0.03 0.08 0.01 0.00
O 1.262 -2.346 1.577 0.13 0.01 0.27 0.03
H 0.914 -5.486 3.111 -0.01 0.00 -0.01 0.00
H 0.521 -3.908 3.832 0.00 0.01 -0.01 0.00
H 2.190 -4.232 3.278 0.00 0.01 -0.01 0.00
H 1.679 -5.706 0.557 -0.02 0.00 0.01 0.00
H 2.867 -4.375 0.814 0.00 -0.01 0.01 0.00
H 1.702 -4.293 -0.542 -0.01 0.03 -0.01 0.00
```
Forces are in eV/Å.

multiplicity: 2
energy relative to the best compared isomer or geometry (same formula, charge and spin): 28.59 kJ/mol
HOMO-LUMO gap (alpha / beta): 7.112 / 8.721 eV
total charge: 0


Which of these has the highest total charge?
C30H42ClF5IN5O5PSTi


Among the records above, which one has the highest energy relative to the best compared isomer or geometry (same formula, charge and spin)?
number 1


Which value of total charge does entry 1 give?
-2